Entry 1:
{"formula": "C31H46BrMgN3OP2", "method": "the ωB97M-V functional and the def2-TZVPD basis", "species": ["N", "C", "C", "C", "C", "C", "C", "Mg", "P", "C", "C", "C", "C", "C", "C", "C", "Br", "H", "H", "H", "H", "H", "H", "H", "H", "H", "H", "P", "C", "C", "H", "H", "H", "H", "H", "C", "C", "H", "H", "H", "H", "H", "C", "C", "H", "H", "H", "H", "H", "C", "C", "H", "H", "H", "H", "H", "C", "C", "H", "H", "H", "H", "H", "C", "C", "H", "H", "H", "H", "H", "N", "C", "O", "C", "C", "C", "C", "N", "C", "H", "H", "H", "H", "H", "H"], "xyz": [[7.08925, 1.50152, -1.91299], [6.25394, 2.26102, -1.22301], [4.99829, 1.80364, -0.80799], [4.59243, 0.48432, -1.11678], [5.46804, -0.30804, -1.91482], [6.70902, 0.28064, -2.29216], [3.29709, 0.02502, -0.58346], [1.04283, -0.40565, -0.06934], [-1.26113, -2.82172, 1.49434], [2.83403, -1.33146, -0.43417], [2.99843, -2.02779, 0.90623], [3.08732, -3.43423, 1.06428], [3.22984, -4.00615, 2.32942], [3.30908, -3.20398, 3.47938], [3.32136, -1.82481, 3.31943], [3.11156, -1.24757, 2.06842], [3.56348, -3.95898, 5.11628], [2.74825, 0.81415, -0.02274], [2.67330, -1.96066, -1.32713], [4.34020, 2.44648, -0.25055], [5.22245, -1.33166, -2.22829], [6.58803, 3.26734, -0.98509], [7.44189, -0.25298, -2.90133], [2.97984, -4.07171, 0.17698], [3.13753, -0.15343, 2.00963], [3.29986, -5.09419, 2.43497], [3.58774, -1.19146, 4.14138], [0.33733, -0.57907, -2.72764], [-0.04565, -2.17158, 2.65240], [-0.35777, -2.81856, 4.01540], [-0.12465, -1.06918, 2.67354], [0.95555, -2.44692, 2.29298], [0.08787, -2.23866, 4.82616], [-1.44453, -2.87903, 4.16762], [0.05316, -3.83311, 4.08421], [-0.39908, -4.03191, 0.45779], [-1.16418, -5.37421, 0.47272], [0.61542, -4.16096, 0.87413], [-0.29162, -3.62125, -0.55839], [-0.56176, -6.15742, -0.00535], [-1.37549, -5.69650, 1.50547], [-2.11565, -5.29636, -0.07233], [-2.16335, -1.53365, 0.61157], [-3.65192, -1.61404, 1.04519], [-2.04358, -1.66719, -0.48138], [-1.70236, -0.56836, 0.89574], [-4.29002, -1.04703, 0.35887], [-4.01133, -2.65768, 1.05115], [-3.78076, -1.18500, 2.05049], [-1.34982, 0.15081, -2.97865], [-1.90201, 0.04146, -4.40025], [-1.33144, 1.20007, -2.65605], [-2.00805, -0.35947, -2.25145], [-1.40954, 0.74691, -5.08882], [-1.82270, -0.98493, -4.79031], [-2.96134, 0.31446, -4.36826], [-0.19296, -2.33870, -2.90194], [0.96574, -3.31936, -2.77763], [-0.65684, -2.41486, -3.90296], [-0.98404, -2.51729, -2.15123], [1.55469, -3.35716, -3.70599], [1.65906, -3.11458, -1.95140], [0.58217, -4.32664, -2.58013], [1.10898, -0.44481, -4.41512], [1.79232, 0.89365, -4.64140], [0.34033, -0.62799, -5.18097], [1.84177, -1.25710, -4.51039], [2.35413, 0.87078, -5.58559], [1.06439, 1.70920, -4.73757], [2.51513, 1.11366, -3.84056], [-0.72899, 4.68599, 3.32963], [-0.18356, 3.54468, 2.82688], [0.44521, 2.73969, 3.52284], [-0.30964, 3.29795, 1.35109], [-0.83318, 4.19717, 0.39981], [-0.63282, 3.88023, -0.94804], [-0.06411, 2.64363, -1.30652], [0.36298, 1.72504, -0.41550], [0.24677, 2.06833, 0.90338], [-0.77704, 4.75113, 4.34529], [-1.30321, 5.31827, 2.77230], [-1.36974, 5.10627, 0.67177], [-0.90105, 4.59319, -1.74233], [0.04066, 2.34574, -2.35175], [0.72641, 1.36593, 1.60785]], "mulliken_charge": [-0.500, -0.548, -0.524, 0.648, -0.336, -0.532, -1.955, 1.861, -0.370, -0.451, 1.283, -0.385, -0.306, -0.341, -0.825, -0.197, -0.044, -0.117, 1.281, 0.484, 0.434, 0.403, 0.409, 0.434, 0.401, 0.479, 0.596, 0.691, 1.643, -1.428, 0.232, -1.485, 0.414, 0.392, 0.346, 1.758, -1.484, -0.186, -1.161, 0.429, 0.387, 0.387, 0.904, -1.355, -0.540, 0.055, 0.411, 0.363, 0.372, -0.187, -1.533, 0.255, 0.271, 0.329, 0.352, 0.449, -0.940, -1.131, 0.500, 0.696, 0.444, -0.014, 0.446, -0.778, -1.168, 0.567, 0.363, 0.454, 0.238, 0.183, -0.344, 0.348, -0.601, 0.252, -0.512, -1.215, -0.506, -0.078, 0.044, 0.278, 0.158, 0.296, 0.449, 0.742, 0.468], "de_lowest_kcal_mol": 68.7, "spin_multiplicity": 1, "charge": 2}

=====

Entry 2:
{"formula": "C46H74BCrF6N7O5P2Te", "method": "the ωB97M-V functional and the def2-TZVPD basis", "species": ["Cr", "C", "C", "C", "C", "P", "C", "N", "B", "N", "C", "P", "C", "C", "C", "C", "C", "C", "C", "C", "C", "C", "C", "C", "C", "C", "C", "C", "C", "C", "H", "H", "H", "H", "H", "H", "H", "H", "H", "H", "H", "H", "H", "H", "H", "H", "H", "H", "H", "H", "H", "H", "H", "H", "H", "H", "H", "H", "H", "H", "H", "H", "H", "H", "H", "H", "H", "H", "H", "H", "H", "H", "H", "H", "C", "C", "N", "C", "C", "C", "O", "O", "C", "O", "C", "C", "C", "F", "C", "C", "C", "N", "C", "C", "N", "C", "C", "H", "H", "H", "H", "H", "H", "H", "H", "H", "H", "H", "H", "H", "H", "H", "H", "H", "H", "F", "Te", "F", "F", "F", "F", "O", "C", "N", "C", "C", "C", "N", "C", "C", "O", "H", "H", "H", "H", "H", "H", "H", "H", "H", "H", "H", "H"], "xyz": [[1.00887, -0.12330, 1.12374], [-3.51343, -3.94280, -0.48956], [-2.77333, -2.60540, -0.39806], [-3.76503, -1.51830, -0.81366], [-1.61533, -2.54980, -1.40686], [-1.96063, -2.32440, 1.32974], [-0.67073, -3.71540, 1.13454], [0.59197, -3.28450, 0.60834], [1.33617, -2.08340, 0.61654], [2.59517, -2.38110, 0.01284], [3.64057, -1.43000, -0.25136], [2.68627, 0.12990, -0.60196], [2.42877, -0.09060, -2.48776], [3.72827, 0.07610, -3.27586], [1.90007, -1.50920, -2.72786], [1.35947, 0.88660, -2.97976], [3.78987, 1.67470, -0.31626], [3.37517, 2.84690, -1.21006], [3.48637, 2.12110, 1.12114], [5.27977, 1.37890, -0.48866], [2.62517, -3.71390, -0.33576], [3.58137, -4.47530, -0.98576], [3.30107, -5.81160, -1.21746], [2.11387, -6.38020, -0.78146], [1.15167, -5.62760, -0.13006], [1.39637, -4.27870, 0.05834], [-3.38763, -1.82800, 2.60484], [-2.85683, -1.58320, 4.01334], [-4.57303, -2.77440, 2.66924], [-3.84423, -0.43770, 2.13074], [-3.69403, -4.18100, -1.53646], [-2.98293, -4.77320, -0.03906], [-4.47773, -3.88860, 0.00564], [-3.95473, -1.60430, -1.88416], [-4.72213, -1.64290, -0.31386], [-3.37443, -0.52430, -0.61466], [-2.01143, -2.44070, -2.41736], [-0.98343, -1.69010, -1.18116], [-0.99783, -3.44290, -1.40506], [-0.47793, -4.24590, 2.06764], [-1.11253, -4.45460, 0.46444], [4.27637, -1.31120, 0.62824], [4.26707, -1.74650, -1.09056], [4.52977, -0.52500, -2.85486], [3.57097, -0.25910, -4.29906], [4.06007, 1.10790, -3.32196], [2.67687, -2.26050, -2.61736], [1.08717, -1.73940, -2.04406], [1.52297, -1.58350, -3.74716], [1.71497, 1.91120, -3.02146], [1.03587, 0.60290, -3.98006], [0.49807, 0.84100, -2.32086], [2.30107, 3.01020, -1.14876], [3.87027, 3.75310, -0.86416], [3.65647, 2.70810, -2.24816], [2.45777, 2.47770, 1.19594], [3.60477, 1.31910, 1.84304], [4.14217, 2.94220, 1.40794], [5.54187, 1.23370, -1.53206], [5.86487, 2.21780, -0.11596], [5.58577, 0.49520, 0.06344], [4.52307, -4.05260, -1.30636], [4.02777, -6.42510, -1.72746], [1.94057, -7.43290, -0.93416], [0.26197, -6.10410, 0.24334], [-2.72503, -2.49530, 4.59204], [-1.93313, -1.00600, 3.98174], [-3.59873, -0.99250, 4.55224], [-4.27913, -3.77330, 2.97314], [-5.26673, -2.39630, 3.41914], [-5.10493, -2.83230, 1.72394], [-4.46683, 0.00270, 2.90744], [-2.98963, 0.21730, 1.97954], [-4.44173, -0.46100, 1.23104], [-0.92693, 6.79720, -0.54836], [-2.08813, 5.94800, -0.03906], [-1.75793, 4.53950, -0.07596], [-1.15023, 4.03280, 1.02894], [-0.64783, 2.77770, 1.12144], [-0.03743, 2.40780, 2.48244], [0.07017, 3.30530, 3.30524], [0.27577, 1.19970, 2.64294], [-0.75353, 1.88190, 0.00964], [-0.12973, 0.77770, -0.10816], [-1.59213, 2.35990, -1.07236], [-2.00803, 1.48580, -2.08216], [-2.73413, 1.94480, -3.15546], [-3.17293, 1.01960, -4.05016], [-2.99233, 3.30170, -3.34416], [-2.62193, 4.17020, -2.31036], [-2.00553, 3.71430, -1.14426], [-3.50543, 3.84720, -4.54146], [-4.55543, 4.84360, -4.50956], [-4.21473, 5.90950, -5.57916], [-3.24483, 5.28680, -6.51726], [-3.73693, 3.95300, -6.94286], [-3.63713, 3.01380, -5.72096], [-1.18963, 7.84950, -0.50846], [-0.66463, 6.53150, -1.56966], [-0.05483, 6.63840, 0.07984], [-2.99993, 6.13150, -0.60756], [-2.29333, 6.20990, 1.00134], [-1.04173, 4.68780, 1.88224], [-1.78303, 0.43630, -1.99826], [-2.82623, 5.22170, -2.42526], [-4.62173, 5.30360, -3.52576], [-5.53163, 4.39060, -4.73276], [-3.75313, 6.79350, -5.13786], [-5.10493, 6.21890, -6.12836], [-2.38393, 5.11450, -5.97516], [-3.04183, 5.89310, -7.31766], [-3.13453, 3.57590, -7.76976], [-4.76763, 4.05770, -7.28406], [-2.75323, 2.38120, -5.80356], [-4.51963, 2.35880, -5.68616], [-2.42193, -4.75830, 2.65514], [-0.99813, -3.74920, 3.85984], [1.09677, -3.68740, 3.47444], [-0.19393, -3.62060, 5.71164], [-0.38043, -5.55820, 3.85894], [-2.33233, -4.53170, 5.10734], [-1.13873, -1.07350, 1.36814], [0.74397, -0.97860, 4.64264], [2.15277, -1.28960, 4.67024], [2.53737, -2.13520, 5.79004], [3.88617, -2.78110, 5.54814], [4.81557, -1.67850, 5.07954], [4.29577, -1.14740, 3.83424], [5.30447, -0.61780, 2.95434], [2.94947, -1.01100, 3.63584], [2.51877, -0.58730, 2.52104], [0.40267, -0.87230, 5.67164], [0.18567, -1.79400, 4.17154], [0.57207, -0.05030, 4.10324], [1.77607, -2.90710, 5.90414], [2.55767, -1.52040, 6.69804], [3.79907, -3.54010, 4.76934], [4.25417, -3.25190, 6.45804], [5.82337, -2.05270, 4.88574], [4.87537, -0.88620, 5.83754], [5.96167, -1.42110, 2.60604], [5.91197, 0.11690, 3.49344], [4.83787, -0.12780, 2.10834]], "mulliken_spin": [3.207, 0.000, 0.003, 0.000, 0.020, -0.008, 0.023, 0.043, -0.352, 0.037, 0.033, 0.101, 0.002, 0.001, 0.012, -0.009, -0.088, -0.002, 0.132, -0.003, -0.015, 0.001, 0.002, 0.003, -0.002, -0.015, -0.001, 0.001, 0.001, -0.001, 0.000, 0.000, 0.000, 0.000, 0.000, 0.001, 0.000, 0.012, 0.002, 0.003, 0.001, 0.004, -0.002, 0.000, 0.000, 0.000, 0.001, -0.004, 0.001, 0.000, 0.001, 0.009, 0.000, 0.000, 0.000, -0.048, -0.001, 0.003, 0.000, 0.000, 0.000, -0.001, 0.000, 0.000, -0.001, 0.000, 0.000, 0.000, 0.000, 0.000, 0.000, 0.000, 0.003, 0.000, 0.001, -0.001, 0.006, 0.009, 0.002, -0.007, 0.004, -0.020, -0.017, -0.030, -0.003, 0.000, 0.003, 0.000, 0.000, 0.000, -0.005, 0.000, 0.000, 0.000, 0.000, 0.000, 0.000, 0.000, 0.000, 0.000, 0.000, 0.000, 0.000, 0.004, 0.000, 0.000, 0.000, 0.000, 0.000, 0.000, 0.000, 0.000, 0.000, 0.000, 0.000, 0.000, 0.004, 0.000, 0.000, 0.000, 0.000, -0.067, 0.026, 0.002, 0.000, 0.000, -0.001, 0.002, 0.002, 0.005, -0.039, 0.001, -0.008, 0.008, 0.000, 0.000, 0.000, 0.000, 0.000, 0.000, 0.000, 0.000, 0.007], "s2": 3.866, "total_energy_ha": -5175.88503, "spin_multiplicity": 4, "charge": 1}

=====

Entry 3:
{"formula": "C18H28IN2O5PS", "method": "the ωB97M-V functional and the def2-TZVPD basis", "species": ["O", "C", "C", "C", "C", "N", "S", "N", "C", "C", "P", "O", "I", "H", "H", "H", "H", "C", "C", "C", "O", "C", "H", "H", "H", "H", "H", "H", "H", "H", "C", "C", "C", "O", "C", "H", "H", "H", "H", "H", "H", "H", "H", "C", "C", "C", "O", "C", "H", "H", "H", "H", "H", "H", "H", "H"], "xyz": [[7.23098, -3.33977, 4.25381], [5.95869, -2.78731, 4.13275], [4.80682, -3.73841, 3.86366], [3.48006, -3.17872, 3.69430], [3.18237, -1.71835, 3.79395], [1.92070, -1.12431, 3.62335], [2.29992, 0.48102, 3.82004], [3.92721, 0.56931, 4.13225], [4.33652, -0.76708, 4.06644], [5.71073, -1.35291, 4.21846], [7.11172, -0.11666, 4.49837], [8.14048, -0.42606, 3.15953], [8.42976, -0.72716, 6.47574], [7.24382, -3.82001, 5.10883], [5.02575, -4.82960, 3.78617], [2.64360, -3.88560, 3.46343], [7.50386, -0.57175, 2.42740], [-0.31815, 1.42462, -0.44664], [-1.14421, 2.69491, -0.43028], [-1.73668, 2.66540, 0.96687], [-0.78765, 1.99054, 1.80506], [0.20341, 1.36914, 0.97751], [0.47834, 1.42811, -1.19165], [-0.96599, 0.56390, -0.64162], [-0.48932, 3.56462, -0.54019], [-1.90028, 2.73773, -1.21324], [-2.67147, 2.09419, 0.99069], [-1.92984, 3.66449, 1.36238], [1.13340, 1.93969, 1.08197], [0.38133, 0.34754, 1.32108], [-2.58629, 2.54084, -5.87896], [-3.89420, 3.12393, -5.38108], [-3.76457, 2.94823, -3.87905], [-2.36628, 3.03275, -3.57121], [-1.61740, 2.97044, -4.79244], [-2.29716, 2.89214, -6.86989], [-2.65422, 1.44921, -5.90934], [-3.94454, 4.18808, -5.63004], [-4.77834, 2.63582, -5.79211], [-4.11970, 1.96170, -3.56184], [-4.30955, 3.71062, -3.31889], [-1.21578, 3.96983, -4.99134], [-0.78241, 2.27692, -4.67575], [-3.06171, -1.85302, 0.18108], [-2.11187, -2.39228, -0.86738], [-2.85704, -3.61812, -1.36463], [-4.25567, -3.33529, -1.22759], [-4.41574, -2.15123, -0.43559], [-2.91838, -0.79397, 0.40043], [-2.94334, -2.41463, 1.11251], [-2.00404, -1.66502, -1.67828], [-1.11801, -2.62390, -0.48240], [-2.63011, -4.49712, -0.75179], [-2.63102, -3.85316, -2.40663], [-4.73527, -1.34197, -1.10157], [-5.19323, -2.31233, 0.31340]], "mulliken_charge": [-0.460, 0.273, -0.469, -0.540, 0.571, -0.589, 0.272, -0.565, 0.484, 0.079, 0.132, -0.492, -0.110, 0.347, 0.393, 0.341, 0.333, -0.057, -0.107, -0.586, -0.383, -0.393, 0.464, -0.324, 0.279, 0.015, 0.284, 0.307, 0.268, 0.261, -0.525, -0.577, -0.434, -0.307, -0.474, 0.332, 0.265, 0.265, 0.327, 0.247, 0.309, 0.276, 0.269, -0.145, -0.468, -0.494, -0.394, -0.413, -0.010, 0.272, 0.192, 0.400, 0.262, 0.279, 0.241, 0.274], "total_energy_ha": -2225.53189, "spin_multiplicity": 1}

=====

Entry 4:
{"formula": "C5H8N3", "method": "the ωB97M-V functional and the def2-TZVPD basis", "species": ["C", "C", "C", "C", "C", "N", "N", "N", "H", "H", "H", "H", "H", "H", "H", "H"], "xyz": [[-2.13799, -0.88094, 0.90262], [-0.93223, -0.51473, 0.37307], [1.14852, 0.23377, -0.37904], [0.74737, -0.64618, -1.57015], [-0.06063, 1.45534, 1.41391], [-3.16198, -1.23509, 1.29072], [-0.03710, 0.37003, 0.46822], [0.02274, -1.73973, -1.03119], [1.92366, -0.25855, 0.22071], [1.51149, 1.21501, -0.68789], [0.20653, -0.05663, -2.32591], [1.65288, -1.05284, -2.04002], [0.73701, 1.31283, 2.14901], [0.11833, 2.40265, 0.90187], [-1.01672, 1.49905, 1.93393], [-0.72186, -2.10400, -1.61988]], "mulliken_charge": [-0.129, 0.790, -0.525, -0.500, -0.824, -0.231, 0.106, -0.427, 0.333, 0.401, 0.328, 0.368, 0.351, 0.323, 0.327, 0.306], "de_lowest_kcal_mol": 101.6, "spin_multiplicity": 1, "charge": 1}